Record 1
Here is C38H55BN14O9S6Zr as an isolated structure at a distorted geometry from the OMol25 dataset. Energies are from ωB97M-V/def2-TZVPD.

Results
F_max (eV/Å): 2.7
Kohn-Sham gap (eV): 5.833
ΔE to the lowest compared entry with this formula, charge and spin (eV): 6.305
Charge: 0
HOMO level (eV): -6.3

```
124
Properties=species:S:1:pos:R:3:forces:R:3:mulliken_charge:R:1
Zr -0.017 0.499 0.780 0.50 -1.98 -1.72 -0.3464
C -1.632 2.070 -5.662 -0.02 -0.05 -0.03 -2.4643
C -0.875 2.095 -4.336 -0.03 -0.07 0.08 1.7186
C -1.890 2.189 -3.195 -0.03 -0.05 0.01 -1.0082
C 0.072 3.295 -4.348 0.09 -0.02 0.05 -1.6745
N -0.096 0.826 -4.202 0.12 0.18 -0.21 0.5634
C -0.076 -0.190 -5.150 -0.18 0.12 0.11 -0.1468
C 0.753 -1.142 -4.697 0.11 -0.13 0.21 -1.5229
N 1.256 -0.727 -3.479 0.35 0.11 -0.10 -0.3097
B 2.201 -1.654 -2.670 0.00 0.04 0.23 1.0775
N 3.154 -0.939 -1.661 -0.20 0.16 -0.25 0.5614
C 4.231 -0.221 -2.142 -0.10 -0.18 -0.02 -1.5475
C 4.983 0.150 -1.095 0.04 -0.09 0.13 -0.4414
N 4.380 -0.350 0.055 0.13 0.20 0.16 0.7497
C 3.213 -0.953 -0.314 0.04 -0.04 -0.14 -0.2089
S 1.986 -1.565 0.717 -0.32 0.00 0.07 -0.3013
C 5.109 -0.435 1.373 0.14 -0.07 0.01 0.9951
C 4.680 0.594 2.420 -0.20 0.23 -0.14 -0.0559
C 6.608 -0.260 1.092 0.01 0.02 -0.09 -2.0657
C 4.907 -1.813 2.008 0.06 -0.12 -0.09 -1.6447
N 1.367 -2.795 -2.023 -0.03 -0.10 -0.19 0.6263
C 1.867 -4.081 -1.984 0.05 0.22 0.01 -1.1658
C 0.896 -4.895 -1.548 -0.14 0.00 0.18 -0.6620
N -0.223 -4.106 -1.290 -0.16 -0.13 -0.13 0.4750
C 0.089 -2.805 -1.595 0.32 -0.15 0.16 -0.7389
S -0.930 -1.437 -1.417 -0.23 -0.16 -0.09 0.4416
C -1.597 -4.688 -1.137 0.02 0.08 -0.01 1.5711
C -2.365 -4.073 0.034 0.04 -0.03 0.04 -1.2903
C -2.355 -4.465 -2.448 0.04 0.08 0.01 -1.7555
C -1.469 -6.186 -0.868 0.03 -0.03 -0.02 -2.3306
C 0.742 0.483 -3.181 -0.34 -0.37 -0.07 -0.4450
S 1.079 1.356 -1.764 0.13 0.11 -0.31 0.1044
H -2.184 3.004 -5.751 -0.01 -0.01 0.00 0.4315
H -2.350 1.247 -5.703 0.02 0.04 -0.01 0.4707
H -0.953 1.998 -6.515 -0.04 0.03 0.03 0.5631
H -2.447 3.126 -3.290 0.02 -0.04 -0.01 0.5698
H -1.400 2.166 -2.222 0.00 0.02 -0.01 -0.2982
H -2.595 1.353 -3.245 0.05 0.04 0.00 0.3407
H -0.503 4.206 -4.532 0.02 -0.06 0.00 0.4858
H 0.814 3.183 -5.144 -0.05 0.03 0.03 0.4199
H 0.593 3.396 -3.397 -0.01 -0.01 -0.03 0.2072
H -0.666 -0.169 -6.047 0.06 0.04 0.03 0.5366
H 1.020 -2.095 -5.125 0.02 0.10 0.03 0.6208
H 2.927 -2.196 -3.473 -0.06 0.03 -0.01 -0.2377
H 4.373 -0.048 -3.196 -0.05 0.00 0.07 0.6261
H 5.903 0.704 -1.085 -0.06 -0.04 0.06 0.6428
H 4.983 2.076 1.135 -0.19 -0.03 -0.15 0.3824
H 5.406 0.497 3.235 -0.04 -0.06 0.05 0.5936
H 3.699 0.336 2.810 -0.04 0.01 -0.08 -0.5931
H 6.879 0.774 0.864 -0.03 -0.04 0.00 0.4094
H 6.940 -0.899 0.273 0.02 -0.01 0.05 0.4976
H 7.152 -0.547 1.991 -0.02 0.05 -0.01 0.4329
H 3.882 -1.968 2.331 0.08 0.01 0.03 0.1425
H 5.558 -1.893 2.880 -0.02 0.00 -0.05 0.5023
H 5.176 -2.602 1.299 0.01 0.03 0.04 0.3596
H 2.885 -4.300 -2.259 -0.08 0.04 -0.01 0.6124
H 0.925 -5.953 -1.371 -0.04 0.06 -0.02 0.5739
H -2.503 -3.002 -0.101 -0.01 -0.07 -0.05 0.0227
H -1.851 -4.271 0.981 -0.02 0.03 -0.07 0.4301
H -3.350 -4.546 0.077 0.05 0.01 0.02 0.5756
H -2.499 -3.398 -2.623 0.00 -0.05 -0.01 0.2279
H -3.333 -4.951 -2.404 0.05 0.01 0.02 0.4885
H -1.792 -4.887 -3.284 -0.04 0.00 0.03 0.4103
H -0.845 -6.382 0.007 -0.05 -0.01 -0.02 0.4550
H -1.067 -6.728 -1.725 -0.02 0.02 0.03 0.5458
H -2.466 -6.579 -0.667 0.01 0.00 -0.01 0.4311
N -0.953 -1.538 1.706 0.02 0.28 0.72 0.6122
C -1.170 -1.382 3.161 0.08 0.04 -0.31 1.8869
C -2.395 -2.142 3.697 -0.08 0.04 0.07 -1.6614
C -3.798 -2.010 3.076 0.08 0.02 -0.04 0.2646
C -4.542 -0.676 3.248 0.15 -0.15 -0.04 -1.1770
N -4.260 -0.024 4.523 0.23 0.03 0.06 0.0528
C -4.597 -0.478 5.707 0.05 -0.11 0.24 0.8051
N -5.600 -1.359 5.863 0.02 0.10 -0.03 -0.3578
N -3.917 -0.046 6.782 -0.05 0.00 -0.26 -0.4191
C -1.162 0.125 3.474 -1.57 0.15 -0.31 -0.3803
O -1.582 0.523 4.562 0.03 0.00 0.00 -0.8200
O -1.122 0.905 2.404 -0.14 -0.11 1.54 -0.8159
H -1.853 -1.616 1.244 0.00 -0.06 -0.22 -0.7742
H -0.430 -2.378 1.491 0.12 -0.06 -0.08 0.2062
H -0.332 -1.829 3.683 0.23 0.04 0.03 -0.1235
H -2.448 -1.916 4.765 0.03 -0.06 0.04 0.3999
H -2.132 -3.201 3.627 -0.04 -0.01 0.06 0.6357
H -4.401 -2.798 3.537 0.04 -0.07 -0.06 0.5001
H -3.773 -2.233 2.003 -0.05 0.03 0.05 -0.0592
H -5.617 -0.828 3.124 -0.02 0.07 -0.02 0.4057
H -4.233 0.031 2.482 -0.01 0.05 -0.03 0.0242
H -3.348 0.449 4.525 0.17 0.19 -0.07 0.2821
H -6.197 -1.554 5.080 -0.03 -0.01 -0.01 0.1887
H -5.961 -1.554 6.779 -0.01 -0.03 0.02 0.2231
H -3.016 0.382 6.614 0.06 0.01 0.02 0.2345
H -4.080 -0.448 7.688 0.00 -0.02 0.02 0.2120
O 4.637 1.957 2.023 0.28 -0.11 0.08 -0.5731
C 2.076 2.547 0.598 1.85 -0.30 0.32 -0.7593
O 1.674 1.407 1.065 0.56 1.98 0.17 0.8980
C 1.231 3.726 0.781 -1.27 -0.34 -0.21 0.8320
C 1.759 4.983 0.955 0.33 0.06 0.05 -0.6340
C 0.962 6.108 0.784 0.23 0.16 0.20 -0.8508
C -0.347 6.012 0.394 -0.24 0.01 0.02 -0.2461
C -0.901 4.754 0.237 -0.10 -0.02 -0.02 -0.7213
C -0.155 3.564 0.443 -0.05 0.16 0.15 0.1785
O -0.651 2.386 0.258 -0.24 0.44 0.18 1.3662
N -2.295 4.720 -0.178 0.23 0.05 -0.22 1.0562
O -2.942 3.706 0.034 0.01 -0.08 0.20 -0.7227
O -2.761 5.696 -0.737 0.02 0.05 0.03 -0.6686
N 1.541 7.442 0.985 -0.03 -0.03 0.00 1.0555
O 0.800 8.404 0.886 0.03 -0.07 -0.01 -0.6465
O 2.728 7.512 1.236 -0.04 -0.02 0.01 -0.6334
H 2.802 5.096 1.225 -0.01 -0.01 -0.14 0.6776
H -0.948 6.892 0.232 0.03 0.03 -0.03 0.6653
S 1.488 0.231 3.794 0.09 0.03 0.20 -0.2176
C 1.850 -1.264 4.436 -0.20 -0.17 0.01 0.7710
N 2.033 -2.327 4.876 0.00 0.12 -0.12 -0.8480
S -3.035 0.249 0.132 -0.57 -0.25 0.04 -0.1987
C -4.436 0.774 -0.564 -0.02 0.25 -0.09 0.0075
N -4.658 1.945 -1.159 -0.17 -0.38 -0.12 0.0547
C -6.040 2.275 -1.474 0.08 -0.01 0.02 -0.7144
C -6.740 0.942 -1.689 0.05 -0.13 0.06 -0.5604
S -5.893 -0.209 -0.559 -0.02 0.02 -0.02 -0.0707
H -3.962 2.672 -1.037 0.08 0.18 0.04 0.1040
H -6.085 2.895 -2.368 0.02 0.02 -0.02 0.3899
H -6.493 2.826 -0.647 0.01 0.03 0.06 0.2975
H -6.606 0.578 -2.705 -0.03 0.02 -0.04 0.2981
H -7.799 0.983 -1.450 -0.01 0.02 -0.01 0.4310
```
Forces are in eV/Å.


Record 2
Here is C38H55GeIrN8O2Se as an isolated structure at a distorted geometry from the OMol25 dataset. Energies are from ωB97M-V/def2-TZVPD.

Results
F_max (eV/Å): 1.5
Kohn-Sham gap (spin up / spin down) (eV): 6.463 / 4.170
ΔE to the lowest compared entry with this formula, charge and spin (eV): 0.000
Charge: +3
HOMO level (spin up / spin down) (eV): -14.7 / -14.7
2S+1: 2

```
106
Properties=species:S:1:pos:R:3:forces:R:3:mulliken_spin:R:1
Ir -0.440 -1.132 -0.107 -1.20 -0.66 0.10 0.0009
C -3.131 0.804 0.424 0.03 -0.08 0.13 0.0093
O -2.174 0.328 -0.538 0.37 0.26 0.18 0.0222
C -2.651 0.117 -1.844 -0.15 0.12 0.18 -0.0001
C -3.799 0.722 -2.321 -0.04 0.08 0.08 0.0028
C -4.228 0.444 -3.611 0.03 -0.04 -0.05 -0.0003
C -3.513 -0.436 -4.411 0.06 0.02 0.01 0.0004
C -2.366 -1.039 -3.921 0.02 -0.09 -0.10 -0.0016
C -1.921 -0.755 -2.637 0.36 0.10 0.04 0.0010
N -0.758 -1.358 -2.069 0.24 0.48 -0.15 0.0022
N 0.029 -1.913 -2.901 -1.09 -0.87 -0.43 -0.0012
C 0.932 -2.827 -2.550 0.76 0.10 0.39 -0.0009
C 1.159 -3.256 -1.201 0.07 0.13 -0.48 0.0016
O 0.454 -2.850 -0.177 0.78 -0.21 0.72 -0.0003
C 2.183 -4.200 -0.944 -0.34 -0.18 0.13 -0.0009
C 2.888 -4.755 -1.963 0.07 -0.01 -0.15 -0.0006
C 2.663 -4.412 -3.330 0.02 -0.08 0.15 -0.0013
C 3.368 -5.059 -4.361 0.06 -0.01 -0.02 0.0010
C 3.109 -4.757 -5.673 0.04 0.02 -0.02 -0.0001
C 2.132 -3.803 -5.983 0.00 0.00 0.04 0.0006
C 1.434 -3.156 -4.986 0.01 0.10 -0.10 -0.0023
C 1.693 -3.443 -3.641 -0.24 0.06 0.20 0.0037
H -3.425 1.829 0.202 0.01 0.01 -0.02 -0.0020
H -2.638 0.764 1.393 0.01 -0.03 -0.01 -0.0008
H -4.015 0.167 0.426 -0.01 0.00 -0.04 0.0002
H -4.375 1.399 -1.707 -0.01 -0.02 0.01 0.0004
H -5.135 0.902 -3.980 0.02 0.02 0.00 0.0001
H -3.851 -0.662 -5.412 -0.02 -0.02 0.02 0.0000
H -1.817 -1.759 -4.511 -0.01 0.04 -0.04 -0.0001
H 2.346 -4.494 0.085 -0.01 -0.02 -0.02 0.0004
H 3.645 -5.498 -1.736 0.01 0.02 -0.03 -0.0002
H 4.108 -5.808 -4.106 -0.01 0.02 0.01 0.0000
H 3.651 -5.257 -6.465 -0.03 0.00 0.00 0.0000
H 1.915 -3.581 -7.020 -0.01 0.01 0.02 -0.0001
H 0.669 -2.435 -5.240 0.03 -0.02 -0.02 -0.0003
C 3.755 -1.592 0.239 0.02 0.08 -0.02 -0.0004
N 3.446 -0.650 -0.836 0.05 0.00 -0.05 0.0003
C 4.640 -0.126 -1.505 0.03 0.02 0.09 -0.0001
C 2.213 -0.168 -1.037 0.06 -0.31 0.06 0.0184
N 1.304 -0.175 -0.021 0.10 0.19 -0.14 -0.0229
C 1.675 0.222 1.294 0.18 0.15 -0.46 0.0519
C 2.806 1.008 1.523 -0.01 0.19 -0.05 -0.0385
C 3.094 1.488 2.787 -0.06 -0.04 0.01 -0.0053
C 2.198 1.247 3.820 -0.03 0.07 -0.08 0.0047
C 1.067 0.481 3.592 -0.13 -0.01 0.00 0.0082
C 0.821 -0.104 2.343 -0.25 -0.19 0.25 0.0011
N -0.244 -1.000 1.975 -0.06 0.28 -0.20 -0.0017
C -0.965 -1.695 2.846 0.21 -0.18 0.01 -0.0037
N -0.739 -1.603 4.203 0.06 -0.01 0.04 -0.0005
C 0.368 -2.347 4.795 0.06 0.10 0.00 -0.0001
C -1.796 -1.104 5.070 -0.03 -0.08 0.03 0.0000
N -1.937 -2.541 2.457 -0.22 0.16 -0.01 0.0001
C -2.524 -3.525 3.376 -0.02 -0.07 -0.03 0.0001
C -2.445 -2.709 1.109 0.38 -0.30 -0.10 0.0005
N 1.849 0.291 -2.241 0.01 0.08 -0.07 0.0023
C 0.785 1.275 -2.411 0.04 0.05 0.01 -0.0068
C 2.471 -0.131 -3.501 -0.01 0.06 0.05 0.0002
H 4.251 -1.085 1.068 0.01 0.01 -0.01 0.0001
H 4.429 -2.349 -0.161 -0.01 -0.02 -0.02 -0.0001
H 2.851 -2.070 0.600 -0.03 0.00 0.02 -0.0006
H 5.335 0.225 -0.740 -0.01 -0.01 0.02 0.0002
H 4.397 0.707 -2.154 -0.03 0.02 -0.01 0.0000
H 5.139 -0.908 -2.076 -0.04 0.01 -0.05 0.0000
H 3.442 1.280 0.690 0.05 -0.04 0.06 0.0014
H 3.985 2.079 2.956 -0.01 -0.01 -0.01 -0.0010
H 2.370 1.664 4.803 0.00 -0.03 0.00 0.0003
H 0.365 0.352 4.396 0.00 -0.11 0.06 -0.0039
H 1.076 -2.630 4.016 0.01 0.02 0.01 0.0000
H 0.030 -3.255 5.300 -0.03 -0.01 -0.02 0.0000
H 0.891 -1.729 5.527 0.01 0.01 -0.02 0.0000
H -2.275 -0.235 4.614 0.00 -0.01 0.00 0.0000
H -1.342 -0.782 6.008 0.01 0.03 -0.03 0.0000
H -2.570 -1.837 5.314 0.04 0.00 0.04 0.0000
H -1.919 -3.644 4.266 0.02 0.01 -0.04 -0.0001
H -2.571 -4.486 2.865 0.03 0.00 -0.01 0.0000
H -3.538 -3.236 3.657 0.00 0.02 0.00 0.0000
H -2.276 -1.810 0.500 -0.33 0.26 -0.14 0.0004
H -3.524 -2.855 1.137 -0.02 0.09 -0.04 0.0000
H -1.987 -3.571 0.620 -0.02 -0.01 0.00 0.0000
H 1.215 2.246 -2.668 0.02 -0.01 -0.03 0.0015
H 0.196 1.366 -1.504 0.03 0.02 0.02 0.0249
H 0.133 0.964 -3.226 -0.01 0.00 0.02 -0.0004
H 3.042 0.682 -3.951 0.03 0.01 0.02 -0.0001
H 1.677 -0.418 -4.189 -0.01 0.02 0.00 0.0000
H 3.110 -0.993 -3.347 0.01 -0.01 0.03 0.0001
C -2.811 7.246 0.516 -0.01 0.02 -0.03 0.0245
Ge -2.503 5.729 1.667 0.04 -0.03 0.12 0.0765
C -4.048 4.711 2.238 -0.07 -0.03 -0.06 0.0142
C -1.254 5.999 3.123 0.08 0.01 -0.02 0.0141
C -1.584 4.396 0.297 0.04 -0.26 -0.31 0.1403
Se -0.600 3.044 1.112 0.03 0.21 0.11 0.5964
C 1.032 4.007 1.450 0.13 0.06 0.02 0.0195
H -3.347 8.012 1.079 0.00 0.00 -0.02 0.0064
H -3.412 6.965 -0.347 -0.01 0.03 0.00 -0.0004
H -1.864 7.666 0.178 -0.02 0.03 0.00 -0.0005
H -4.551 5.247 3.043 -0.01 -0.01 -0.01 0.0023
H -3.742 3.737 2.622 -0.03 0.01 0.02 -0.0015
H -4.761 4.575 1.425 0.00 -0.01 0.02 0.0006
H -1.712 6.671 3.851 0.00 0.00 -0.01 0.0007
H -0.322 6.455 2.792 -0.01 0.01 0.02 0.0014
H -1.042 5.056 3.631 0.00 0.04 0.03 -0.0038
H -0.953 4.983 -0.370 -0.02 0.13 0.12 0.0098
H -2.418 3.951 -0.246 -0.04 0.06 0.04 0.0124
H 1.065 4.891 0.820 -0.03 0.00 0.00 -0.0058
H 1.859 3.335 1.236 -0.03 0.00 0.01 0.0126
H 1.056 4.278 2.504 -0.01 -0.01 -0.01 0.0163
```
Forces are in eV/Å.